(1)
# C12H24O11S2

3 unconnected molecules or ions with the total composition C12H24O11S2 (ωB97M-V with the def2-TZVPD basis set, the Open Molecules 2025 dataset).

## Properties
calculated total energy = -57025.0850 eV
net charge = 0
orbital gap = 11.0 eV
multiplicity = 1
SMILES string = CC(=O)OC[C@@H]1COC(=O)O1.CCOS(C)(=O)=O.CCOS(C)(=O)=O

Geometry as XYZ:
```
49
C12H24O11S2 | the Open Molecules 2025 dataset | ωB97M-V with the def2-TZVPD basis set
C 4.290 -3.451 -1.698
C 2.863 -3.412 -2.212
O 2.560 -2.653 -3.056
O 2.018 -4.252 -1.602
C 0.910 -4.658 -2.404
C -0.416 -4.089 -1.812
C -0.880 -2.871 -2.620
O -1.226 -1.900 -1.647
C -0.591 -2.199 -0.506
O -0.407 -1.514 0.377
O -0.160 -3.483 -0.543
H 4.467 -2.460 -1.286
H 4.988 -3.690 -2.489
H 4.345 -4.140 -0.858
H 0.861 -5.744 -2.310
H 1.032 -4.444 -3.462
H -1.140 -4.871 -1.591
H 0.044 -2.483 -3.063
H -1.591 -3.087 -3.409
C -2.510 1.177 -1.202
C -1.706 2.152 -0.365
O -0.733 2.865 -1.148
S -1.240 4.072 -2.056
C 0.344 4.763 -2.400
O -1.988 4.981 -1.243
O -1.790 3.546 -3.266
H -3.158 1.702 -1.904
H -3.137 0.554 -0.563
H -1.852 0.536 -1.785
H -2.355 2.854 0.161
H -1.143 1.607 0.390
H 0.781 5.117 -1.470
H 0.196 5.592 -3.089
H 0.967 4.000 -2.859
C 0.978 -0.465 3.229
C -0.282 0.280 2.839
O -0.813 1.051 3.937
S -0.104 2.434 4.287
C -1.365 3.064 5.345
O -0.038 3.231 3.100
O 1.067 2.175 5.065
H 1.802 0.224 3.415
H 1.275 -1.143 2.430
H 0.819 -1.037 4.144
H -0.111 0.920 1.973
H -1.056 -0.432 2.566
H -2.270 3.214 4.762
H -1.011 4.011 5.746
H -1.532 2.355 6.151
```


(2)
# C12H24O21Pt2Rb2S3

A molecular structure, C12H24O21Pt2Rb2S3 (ωB97M-V with the def2-TZVPD basis set, the Open Molecules 2025 dataset).

## Properties
calculated total energy = -96138.7651 eV
net charge = 0
expectation value of S² = 6.01
orbital gap (spin up / spin down) = 6.9 / 5.7 eV
ΔE to the lowest compared entry with this formula, charge and spin = 1.070 eV
multiplicity = 5

Geometry as XYZ:
```
64
C12H24O21Pt2Rb2S3 | the Open Molecules 2025 dataset | ωB97M-V with the def2-TZVPD basis set
Pt 8.487 -2.919 -0.391
Pt 7.419 -2.470 -4.774
Rb 9.595 -7.008 -1.192
Rb 5.293 -4.947 -1.621
S 7.720 -0.808 -1.955
O 7.846 -1.025 -3.424
O 7.074 0.445 -1.603
O 6.926 -1.950 -1.451
O 9.033 -0.988 -1.284
S 7.567 -5.191 1.042
O 8.914 -4.693 0.666
O 6.709 -4.055 0.572
O 7.218 -6.345 0.215
O 7.329 -5.590 2.415
S 8.407 -4.617 -3.343
O 9.090 -3.681 -4.290
O 8.672 -6.019 -3.651
O 8.701 -4.321 -1.953
O 7.015 -4.204 -3.646
C 7.803 -5.247 -9.051
C 7.914 -5.676 -7.574
O 6.598 -5.997 -7.072
C 5.867 -5.005 -6.539
O 6.316 -3.926 -6.271
O 4.648 -5.419 -6.252
C 4.321 -6.805 -6.324
H 7.568 -4.193 -9.167
H 7.101 -5.928 -9.521
H 8.817 -5.422 -9.421
H 8.394 -4.928 -6.945
H 8.383 -6.658 -7.536
H 3.292 -6.861 -5.972
H 4.868 -7.354 -5.554
H 4.449 -7.207 -7.323
C 12.012 -5.174 -5.622
C 11.652 -6.662 -5.475
O 12.824 -7.408 -5.149
C 13.069 -7.533 -3.852
O 12.539 -6.924 -2.959
O 13.882 -8.569 -3.669
C 14.364 -8.807 -2.366
H 13.016 -5.138 -6.044
H 12.079 -4.707 -4.635
H 11.286 -4.558 -6.150
H 11.413 -7.032 -6.476
H 10.732 -6.793 -4.905
H 15.053 -9.646 -2.410
H 13.573 -9.145 -1.690
H 14.823 -7.929 -1.917
C 11.625 -1.719 -3.424
C 12.138 -2.731 -2.384
O 12.638 -2.128 -1.223
C 11.965 -2.304 -0.078
O 10.953 -2.923 0.124
O 12.577 -1.568 0.823
C 12.111 -1.691 2.180
H 12.360 -0.912 -3.498
H 10.669 -1.273 -3.164
H 11.623 -2.180 -4.409
H 12.984 -3.158 -2.938
H 11.475 -3.585 -2.245
H 12.922 -1.317 2.797
H 11.897 -2.734 2.399
H 11.236 -1.051 2.275
```


(3)
# C12H24O3

A molecular structure, C12H24O3 (ωB97M-V with the def2-TZVPD basis set, the Open Molecules 2025 dataset).

## Properties
calculated total energy = -18966.3141 eV
net charge = 0
orbital gap = 8.2 eV
ΔE to the lowest compared entry with this formula, charge and spin = 9.294 eV
multiplicity = 1

Geometry as XYZ:
```
39
C12H24O3 | the Open Molecules 2025 dataset | ωB97M-V with the def2-TZVPD basis set
C 1.613 0.667 -2.943
C 1.775 2.218 -3.033
C 0.907 2.727 -1.949
O -0.245 1.949 -2.165
C 0.209 0.613 -2.376
H 2.297 0.112 -2.302
H 1.636 0.319 -3.976
H 1.380 2.514 -4.005
H 2.809 2.522 -2.869
H 0.746 3.790 -2.129
H 1.217 2.694 -0.904
H -0.465 0.113 -3.071
H 0.205 0.052 -1.441
C 0.400 -0.205 1.687
C 1.921 -0.176 1.441
C 1.971 0.471 0.140
O 0.984 1.515 0.237
C -0.100 0.978 1.037
H 0.110 -0.329 2.731
H -0.036 -1.095 1.233
H 2.377 -1.166 1.477
H 2.270 0.500 2.221
H 1.858 -0.240 -0.678
H 2.973 0.837 -0.082
H -0.957 0.753 0.402
H -0.443 1.694 1.783
C -2.784 -2.260 2.178
C -2.903 -1.536 0.832
C -1.588 -0.870 0.729
O -0.717 -1.922 1.191
C -1.403 -2.716 2.221
H -3.428 -3.139 2.148
H -3.024 -1.565 2.983
H -3.673 -0.786 1.012
H -3.060 -2.223 0.000
H -1.579 0.071 1.279
H -1.225 -0.543 -0.245
H -0.881 -2.577 3.168
H -1.148 -3.760 2.038
```